i.
Molecular formula: C11H16Si
Method: DFT, the ωB97M-V functional and the def2-TZVPD basis

HOMO (eV): -8.814

Last column: Löwdin charge in e.
Positions of all 28 atoms, in Å:
C (3.62, 0.94, 0.25)  -0.08
C (3.07, 1.27, 1.47)  -0.08
C (2.76, 0.32, -0.67)  -0.06
C (1.65, 1.12, 1.70)  -0.06
C (1.39, 0.11, -0.49)  -0.29
C (0.86, 0.56, 0.74)  -0.09
C (0.45, -0.53, -1.44)  -0.17
C (-1.03, 0.27, 1.09)  -0.20
C (-0.89, -0.66, 2.30)  -0.12
C (-2.44, -1.88, -0.97)  -0.17
C (-2.33, 0.94, -1.94)  -0.19
Si (-1.41, -0.27, -0.73)  0.70
H (4.62, 0.90, -0.07)  0.09
H (3.64, 1.65, 2.22)  0.06
H (3.09, -0.04, -1.68)  0.12
H (1.15, 1.40, 2.70)  0.13
H (0.47, -0.15, -2.44)  0.06
H (0.68, -1.52, -1.35)  0.05
H (-1.46, 1.17, 1.28)  0.02
H (-0.25, -1.43, 2.13)  0.04
H (-1.88, -1.13, 2.48)  0.09
H (-0.56, -0.20, 3.13)  0.03
H (-2.53, -2.03, -1.98)  -0.02
H (-1.98, -2.71, -0.64)  -0.03
H (-3.47, -1.56, -0.47)  0.09
H (-2.13, 0.51, -3.01)  0.06
H (-3.33, 1.00, -1.70)  -0.03
H (-1.77, 1.96, -1.94)  0.06


ii.
Molecular formula: C11H16Si
Method: DFT, the ωB97M-V functional and the def2-TZVPD basis

HOMO (alpha / beta) (eV): -8.816 / -7.719

Last column: Löwdin charge in e.
Positions of all 28 atoms, in Å:
C (-3.71, 0.43, -0.56)  -0.12
C (-2.79, 0.26, -1.58)  -0.09
C (-3.40, 0.31, 0.80)  -0.10
C (-1.50, -0.09, -1.20)  -0.13
C (-2.08, -0.02, 1.05)  -0.14
C (-1.16, -0.14, 0.09)  -0.02
C (1.74, -3.09, 1.55)  -0.01
C (1.60, -2.17, 0.60)  -0.32
C (1.22, 2.10, 0.73)  -0.19
C (1.92, 0.83, -1.93)  -0.23
C (1.50, -0.83, 0.89)  -0.21
Si (2.24, 0.62, -0.09)  0.63
H (-4.80, 0.82, -0.76)  0.13
H (-2.99, 0.57, -2.62)  0.11
H (-4.06, 0.36, 1.65)  0.10
H (-0.77, -0.08, -2.01)  0.09
H (-1.76, 0.05, 2.21)  0.15
H (1.90, -4.18, 1.25)  0.08
H (1.53, -2.83, 2.60)  0.07
H (1.91, -2.62, -0.39)  0.12
H (1.28, 1.94, 1.74)  -0.02
H (1.74, 2.95, 0.38)  0.00
H (0.17, 2.25, 0.55)  0.02
H (2.79, 1.16, -2.49)  0.02
H (1.67, -0.14, -2.34)  0.01
H (1.03, 1.43, -1.98)  0.01
H (1.07, -0.37, 1.75)  0.04
H (3.71, 0.47, 0.10)  -0.02


The most stable of them is i.


i.
Molecular formula: C2H4S4
Method: DFT, the ωB97M-V functional and the def2-TZVPD basis

HOMO (eV): -8.641

Last column: Löwdin charge in e.
Positions of all 10 atoms, in Å:
C (0.70, -0.05, 0.18)  -1.06
C (0.42, -0.80, -0.82)  -0.15
S (-0.48, -0.28, 1.64)  0.46
S (2.15, 0.87, 0.59)  0.75
S (-2.21, 0.65, 0.75)  0.04
S (-2.57, 0.13, -1.02)  0.06
H (-0.45, -1.42, -0.92)  0.01
H (1.01, -0.83, -1.74)  0.08
H (2.79, -0.14, 0.97)  -0.19
H (-1.35, 1.88, 0.37)  0.00


ii.
Molecular formula: C2H4S4
Method: DFT, the ωB97M-V functional and the def2-TZVPD basis

HOMO (eV): -7.680
SMILES: SC1=C(S)S1.S

Last column: Löwdin charge in e.
Positions of all 10 atoms, in Å:
C (-0.67, -0.70, -0.54)  -1.02
C (-1.56, 0.21, -0.29)  -1.01
S (2.42, 0.77, 0.60)  0.47
S (-0.29, -2.37, -0.39)  0.76
S (-2.86, 0.71, 0.79)  0.72
S (-0.63, 0.70, -1.80)  0.67
H (3.60, 0.16, 0.88)  -0.21
H (1.06, -2.21, -0.68)  -0.10
H (-3.68, 1.20, -0.28)  -0.07
H (2.60, 1.53, 1.72)  -0.21


The most stable of them is i.


i.
Molecular formula: CH4NO2
Method: DFT, the ωB97M-V functional and the def2-TZVPD basis

HOMO (alpha / beta) (eV): -18.033 / -17.555
Charge: +1

Last column: Löwdin charge in e.
Positions of all 8 atoms, in Å:
C (0.94, 0.17, -0.13)  0.07
N (-0.39, -0.20, 0.32)  0.11
O (-2.62, -0.25, -0.11)  0.18
O (-1.37, 0.01, -0.46)  0.07
H (1.28, -0.59, -0.81)  0.14
H (0.99, 0.94, -0.80)  0.09
H (1.62, 0.27, 0.61)  0.09
H (-0.44, -0.35, 1.37)  0.25


ii.
Molecular formula: CH4NO2
Method: DFT, the ωB97M-V functional and the def2-TZVPD basis

HOMO (alpha / beta) (eV): -18.297 / -18.297
Charge: +1

Last column: Löwdin charge in e.
Positions of all 8 atoms, in Å:
C (0.46, 0.54, -0.18)  0.01
N (-0.34, -0.46, 0.30)  0.13
O (-0.83, -2.15, 1.62)  0.15
O (0.08, -1.26, 1.16)  0.10
H (1.47, 0.60, 0.22)  0.13
H (0.44, 0.48, -1.28)  0.16
H (-0.11, 1.47, -0.02)  0.16
H (-1.75, -1.94, 1.30)  0.18


The most stable of them is ii.


i.
Molecular formula: C6H29NO9
Method: DFT, the ωB97M-V functional and the def2-TZVPD basis

HOMO (eV): -8.992
SMILES: C=C/C=C/CCN.O.O.O.O.O.O.O.O.O

Last column: Löwdin charge in e.
Positions of all 45 atoms, in Å:
C (-0.59, -3.48, -0.57)  -0.28
C (-0.24, -2.66, 0.68)  -0.19
C (-0.80, -1.27, 0.67)  -0.12
C (-1.21, -0.62, 1.76)  -0.14
C (-1.66, 0.77, 1.74)  -0.18
C (-1.88, 1.48, 2.84)  0.01
N (-0.17, -2.91, -1.83)  0.02
H (-1.68, -3.64, -0.59)  0.10
H (-0.14, -4.46, -0.46)  0.10
H (0.85, -2.59, 0.75)  0.11
H (-0.51, -3.22, 1.59)  0.12
H (-0.81, -0.78, -0.31)  0.09
H (-1.19, -1.12, 2.72)  0.12
H (-1.77, 1.23, 0.76)  0.07
H (-1.81, 1.07, 3.84)  0.06
H (-2.21, 2.51, 2.82)  0.06
H (-0.72, -2.08, -2.05)  0.03
H (0.80, -2.65, -1.80)  0.05
H (0.89, 3.63, 0.76)  0.02
H (1.41, 3.12, -0.59)  0.03
O (0.71, 3.70, -0.20)  -0.08
H (1.09, 2.89, 3.23)  0.05
H (1.90, 2.11, 2.18)  0.01
O (1.57, 3.00, 2.40)  -0.06
H (2.17, 1.06, -1.36)  0.02
H (2.39, 1.33, 0.14)  0.02
O (2.58, 1.72, -0.75)  -0.08
H (2.54, -1.25, -0.93)  0.01
H (3.92, -0.85, -0.40)  0.07
O (3.12, -1.33, -0.15)  -0.06
H (-1.81, -0.20, -2.44)  0.02
H (-1.13, 1.13, -1.99)  0.02
O (-1.00, 0.32, -2.54)  -0.08
H (-3.13, -1.94, -1.17)  0.05
H (-3.51, -0.50, -0.79)  0.06
O (-3.26, -1.06, -1.54)  -0.04
H (-2.00, 3.15, -1.39)  0.07
H (-0.69, 2.89, -0.59)  0.02
O (-1.54, 2.46, -0.90)  -0.09
H (1.88, -0.39, -3.29)  0.09
H (0.63, -0.14, -2.47)  0.03
O (1.60, -0.39, -2.36)  -0.09
H (2.40, -0.37, 1.17)  0.02
H (1.03, 0.01, 1.74)  0.03
O (1.95, 0.31, 1.71)  -0.07


ii.
Molecular formula: C6H29NO9
Method: DFT, the ωB97M-V functional and the def2-TZVPD basis

HOMO (eV): -8.051
SMILES: CN/C=C/CCCO.O.O.O.O.O.O.O.O

Last column: Löwdin charge in e.
Positions of all 45 atoms, in Å:
C (0.14, -2.52, -2.57)  -0.32
O (-0.41, -3.58, -1.84)  -0.10
C (0.55, -1.46, -1.55)  -0.20
C (1.20, -0.12, -2.09)  -0.21
C (0.20, 0.92, -2.54)  -0.17
C (-0.63, 1.39, -1.61)  -0.17
N (-1.60, 2.37, -1.83)  -0.05
C (-2.50, 2.61, -0.71)  -0.11
H (0.95, -2.90, -3.17)  0.11
H (-0.75, -2.01, -3.06)  0.14
H (0.46, -4.07, -1.74)  0.11
H (-0.46, -0.96, -1.19)  0.11
H (1.07, -2.02, -0.74)  0.11
H (1.76, 0.18, -1.12)  0.11
H (2.04, -0.45, -2.96)  0.17
H (0.14, 1.27, -3.46)  0.06
H (-0.61, 0.96, -0.61)  0.12
H (-2.02, 2.58, -2.69)  0.11
H (-2.64, 3.58, -0.30)  0.05
H (-2.06, 2.01, 0.28)  0.13
H (-3.54, 2.60, -0.88)  0.05
H (-2.76, -1.94, -1.24)  0.05
H (-3.70, -2.99, -0.41)  0.03
O (-3.14, -2.21, -0.35)  -0.09
H (-2.56, 0.41, 3.76)  0.10
H (-2.79, -0.16, 2.32)  -0.01
O (-2.29, 0.45, 2.79)  -0.05
H (1.48, -4.35, 1.52)  0.09
H (0.22, -3.82, 1.23)  -0.09
O (0.74, -4.38, 0.85)  0.01
H (-0.49, -0.76, 2.63)  0.03
H (0.85, -0.34, 1.99)  -0.06
O (0.28, -1.04, 2.09)  -0.03
H (2.34, 1.96, -1.62)  0.04
H (1.34, 2.82, -2.13)  0.03
O (2.10, 2.94, -1.49)  -0.12
H (4.12, -0.03, 2.03)  0.03
H (3.46, -1.35, 2.46)  0.07
O (3.26, -0.42, 2.13)  -0.07
H (0.96, 1.54, 3.02)  0.01
H (1.92, 2.65, 3.19)  -0.04
O (1.51, 2.00, 3.66)  -0.04
H (-0.26, 3.11, 1.25)  0.03
H (0.34, 4.31, 1.93)  0.07
O (0.29, 3.34, 2.02)  -0.06


The most stable of them is i.


i.
Molecular formula: C4H14N3O
Method: DFT, the ωB97M-V functional and the def2-TZVPD basis

HOMO (eV): -12.940
Charge: +1

Last column: Löwdin charge in e.
Positions of all 22 atoms, in Å:
C (0.08, -0.89, 1.08)  -0.17
C (-0.70, 0.40, 1.08)  -0.18
C (0.06, 1.48, 0.33)  -0.21
N (-2.08, 2.60, -1.22)  0.12
C (-1.16, 1.71, -1.69)  -0.27
N (-0.13, 1.24, -1.11)  -0.02
N (0.34, -1.34, -0.32)  0.19
H (-0.28, -1.74, 1.68)  0.14
H (1.01, -0.78, 1.64)  0.13
H (-1.72, 0.25, 0.73)  0.12
H (-0.85, 0.70, 2.12)  0.13
H (-0.21, 2.45, 0.72)  0.11
H (1.13, 1.33, 0.45)  0.12
H (-3.01, 2.46, -1.56)  0.10
H (-1.99, 3.18, -0.41)  0.10
H (-1.38, 1.46, -2.72)  0.13
H (0.42, -0.48, -0.89)  0.10
H (-0.42, -1.89, -0.71)  0.17
H (1.23, -1.84, -0.43)  0.13
H (3.84, -3.04, 0.68)  0.06
H (2.87, -4.11, 0.25)  0.06
O (2.95, -3.14, 0.31)  -0.06


ii.
Molecular formula: C4H14N3O
Method: DFT, the ωB97M-V functional and the def2-TZVPD basis

HOMO (eV): -12.693
Charge: +1

Last column: Löwdin charge in e.
Positions of all 22 atoms, in Å:
C (-1.30, 1.23, 0.46)  -0.27
C (-0.03, 1.00, 1.29)  -0.11
C (0.65, -0.30, 0.88)  -0.35
C (0.35, -0.84, -0.27)  0.34
N (-0.75, -4.01, -2.75)  0.01
N (1.64, -0.66, 1.78)  0.18
N (-1.90, 2.48, 0.88)  0.09
H (-1.98, 0.42, 0.68)  0.13
H (-0.99, 1.25, -0.59)  0.13
H (-0.27, 1.04, 2.37)  0.14
H (0.68, 1.81, 1.11)  0.14
H (0.69, -1.85, -0.57)  0.15
H (0.17, -4.36, -3.04)  0.02
H (-1.45, -4.36, -3.37)  0.01
H (1.39, -0.56, 2.74)  0.13
H (2.10, -1.54, 1.60)  0.12
H (-0.75, -3.02, -2.68)  -0.03
H (-1.36, 3.30, 0.59)  0.11
H (-2.83, 2.61, 0.51)  0.10
H (1.12, 0.50, -1.03)  -0.01
H (2.06, 1.55, -1.86)  0.06
O (1.34, 1.49, -1.22)  -0.09


The most stable of them is i.


i.
Molecular formula: CH3F2OP
Method: DFT, the ωB97M-V functional and the def2-TZVPD basis

HOMO (alpha / beta) (eV): -10.925 / -10.924

Last column: Löwdin charge in e.
Positions of all 8 atoms, in Å:
C (0.85, 0.77, -0.17)  -0.08
O (0.12, -0.42, -0.56)  -0.42
F (-1.68, -0.22, 1.93)  -0.59
F (-0.96, -2.46, -0.43)  -0.31
P (-1.42, -0.87, -0.35)  1.15
H (0.94, 1.37, -1.13)  0.11
H (1.80, 0.51, 0.17)  0.07
H (0.34, 1.33, 0.54)  0.06


ii.
Molecular formula: CH3F2OP
Method: DFT, the ωB97M-V functional and the def2-TZVPD basis

HOMO (eV): -9.962
SMILES: OPC(F)F

Last column: Löwdin charge in e.
Positions of all 8 atoms, in Å:
C (1.58, 0.11, 0.13)  -0.65
O (-1.07, 0.51, -0.26)  -0.40
F (2.45, -0.91, 0.08)  0.01
F (2.25, 1.22, -0.21)  0.00
P (0.17, -0.25, -1.01)  0.90
H (1.19, 0.31, 1.03)  0.08
H (-1.55, 1.18, -0.81)  0.07
H (0.12, -1.37, -0.09)  -0.01


iii.
Molecular formula: CH3F2OP
Method: DFT, the ωB97M-V functional and the def2-TZVPD basis

HOMO (eV): -9.404
SMILES: FCF.O=P

Last column: Löwdin charge in e.
Positions of all 8 atoms, in Å:
C (-1.60, -0.05, 0.23)  -0.22
O (3.54, 0.08, 0.28)  -0.58
F (-1.01, -1.09, -0.45)  -0.03
F (-0.59, 0.84, 0.39)  -0.02
P (2.45, 0.69, -0.47)  0.76
H (-2.00, -0.52, 1.14)  0.14
H (-2.27, 0.39, -0.43)  0.10
H (1.47, -0.34, -0.69)  -0.15


The most stable of them is ii.